A 9-piece molecular cluster, C24H68N3O12 overall in a non-equilibrium geometry. Source: the OMol25 dataset; level of theory: the ωB97M-V functional and the def2-TZVPD basis.

Each line ends with the Löwdin charge.
Positions of all 107 atoms, in Å:
C 28.057000 7.945000 5.524000  -0.201
O 26.699000 7.948000 6.036000  -0.373
H 28.210000 8.880000 5.351000  -0.026
H 28.344000 7.410000 4.532000  0.088
H 28.677000 7.568000 6.204000  0.023
C 27.541000 4.538000 6.836000  -0.240
O 26.505000 5.426000 6.977000  -0.143
H 28.341000 4.822000 5.867000  0.109
H 27.408000 3.452000 6.758000  0.052
H 28.373000 4.706000 7.723000  0.096
H 26.816000 6.284000 6.603000  0.017
C 23.945000 7.119000 4.226000  -0.230
O 24.030000 7.848000 5.361000  -0.079
H 23.340000 7.610000 3.362000  0.101
H 23.767000 6.060000 4.246000  0.059
H 24.969000 7.258000 3.780000  0.069
H 24.871000 7.685000 5.669000  -0.019
C 27.440000 4.850000 2.994000  -0.125
O 28.113000 5.951000 2.340000  -0.145
H 28.015000 4.435000 3.640000  -0.011
H 26.804000 4.318000 2.372000  0.063
H 26.638000 5.180000 3.672000  0.084
H 27.901000 6.732000 2.930000  0.057
C 26.911000 11.313000 7.397000  -0.192
O 26.577000 9.967000 7.836000  -0.202
H 26.512000 12.146000 8.156000  0.077
H 26.153000 11.626000 6.457000  0.122
H 27.974000 11.678000 7.412000  0.033
H 26.553000 9.483000 6.840000  0.108
C 25.867000 10.376000 3.064000  -0.104
O 26.433000 10.289000 4.385000  -0.114
H 25.007000 11.127000 2.839000  0.126
H 25.497000 9.581000 2.755000  -0.029
H 26.636000 10.551000 2.385000  0.043
H 26.767000 9.463000 4.712000  0.003
C 23.737000 11.195000 10.391000  -0.043
O 24.758000 10.091000 10.166000  -0.205
C 23.969000 8.777000 10.175000  -0.129
C 25.046000 7.620000 9.920000  -0.133
N 26.190000 7.945000 10.877000  -0.037
C 27.341000 7.011000 10.613000  -0.183
C 28.115000 7.519000 9.437000  -0.204
O 28.376000 8.951000 9.648000  -0.214
C 29.525000 9.392000 8.940000  -0.113
H 23.269000 11.027000 11.274000  0.047
H 23.091000 11.353000 9.533000  0.088
H 24.354000 11.929000 10.279000  0.013
H 23.313000 8.963000 9.393000  0.086
H 23.509000 8.647000 11.052000  0.055
H 25.462000 7.630000 8.870000  0.120
H 24.492000 6.682000 10.208000  0.112
H 25.831000 7.751000 11.780000  0.076
H 26.918000 6.053000 10.226000  0.121
H 28.113000 7.025000 11.300000  0.087
H 27.572000 7.383000 8.544000  0.073
H 29.147000 7.191000 9.399000  0.112
H 29.468000 10.497000 9.351000  0.133
H 29.401000 9.263000 7.832000  0.088
H 30.378000 9.073000 9.280000  0.007
C 38.505000 6.835000 8.795000  -0.169
O 37.779000 6.710000 7.636000  -0.164
C 36.682000 5.771000 7.814000  -0.203
C 36.033000 5.386000 6.498000  -0.218
N 34.844000 4.635000 6.706000  -0.050
C 33.957000 4.357000 5.509000  -0.191
C 33.007000 5.413000 5.276000  -0.216
O 32.269000 5.024000 4.084000  -0.201
C 31.011000 5.660000 3.921000  -0.069
H 39.075000 5.810000 9.052000  0.133
H 37.886000 7.350000 9.591000  0.109
H 39.374000 7.415000 8.752000  0.045
H 36.008000 6.033000 8.525000  0.096
H 36.997000 4.980000 8.240000  0.049
H 36.721000 4.970000 5.862000  0.086
H 35.905000 6.507000 5.984000  0.166
H 34.154000 4.905000 7.423000  0.124
H 33.415000 3.375000 5.758000  0.145
H 34.406000 4.067000 4.635000  0.092
H 33.532000 6.244000 4.822000  0.132
H 32.392000 5.710000 6.002000  0.086
H 31.202000 6.638000 3.470000  0.093
H 30.587000 5.673000 4.818000  0.032
H 30.638000 5.019000 3.176000  0.080
C 30.602000 13.275000 7.726000  -0.113
O 30.486000 13.211000 6.335000  -0.128
C 30.600000 11.829000 5.875000  -0.173
C 30.310000 11.831000 4.455000  -0.233
N 30.451000 10.513000 3.860000  -0.054
C 30.183000 10.610000 2.380000  -0.219
C 30.418000 9.259000 1.774000  -0.258
O 30.181000 9.399000 0.390000  -0.160
C 30.532000 8.202000 -0.242000  -0.102
H 30.316000 14.327000 8.141000  0.130
H 31.420000 13.498000 8.249000  0.035
H 30.011000 12.619000 8.058000  -0.013
H 29.817000 11.103000 6.488000  0.162
H 31.406000 11.498000 6.021000  0.011
H 30.725000 12.492000 3.729000  0.115
H 29.233000 11.999000 4.444000  0.122
H 29.766000 9.963000 4.368000  0.082
H 30.984000 11.306000 1.918000  0.141
H 29.157000 11.071000 2.226000  0.132
H 29.510000 8.834000 2.273000  0.131
H 31.510000 8.967000 2.021000  0.157
H 29.781000 7.353000 -0.130000  0.131
H 31.523000 8.026000 0.017000  0.074
H 30.533000 8.302000 -1.160000  -0.008

Forces on atoms 1 to 3 (eV/Å):
C -4.75 -3.98 -1.85
O 1.40 -0.96 -1.28
H 2.19 5.98 -1.05

Results
* E_HOMO: -5.58 eV
* charge: -1
* multiplicity: 1

---

A 9-piece molecular cluster, C24H69N3O9 overall in a non-equilibrium geometry. Source: the OMol25 dataset; level of theory: the ωB97M-V functional and the def2-TZVPD basis.

Each line ends with the Löwdin charge.
Positions of all 105 atoms, in Å:
C 28.081283 -15.113894 -13.037716  -0.145
O 26.964536 -15.036961 -12.221486  -0.182
C 27.105159 -13.970771 -11.247184  -0.187
C 25.897703 -13.698571 -10.366519  -0.461
C 25.292163 -14.879024 -9.586451  -0.053
N 24.845520 -13.209124 -11.177239  0.020
H 29.022935 -15.142357 -12.489476  0.087
H 28.093504 -14.296822 -13.759059  0.086
H 27.977742 -16.043802 -13.596880  0.089
H 27.839990 -14.269978 -10.499784  0.120
H 27.391324 -13.054893 -11.764260  0.125
H 26.101225 -12.878228 -9.678261  0.132
H 26.059343 -15.330207 -8.957191  0.075
H 24.946012 -15.654937 -10.269271  0.078
H 24.446152 -14.512355 -9.005137  0.081
H 24.247518 -13.992232 -11.399136  0.064
H 25.121686 -13.024283 -12.130994  0.070
C 11.424058 -14.566997 -20.740266  -0.114
O 12.264128 -15.011951 -19.704611  -0.218
C 12.467790 -14.107685 -18.621019  -0.173
C 13.560533 -14.691631 -17.553960  -0.423
C 13.502470 -14.030238 -16.199957  -0.075
N 14.826135 -14.602508 -18.243394  0.025
H 11.744280 -15.234660 -21.540135  0.088
H 11.594278 -13.521524 -20.997381  0.087
H 10.380642 -14.813659 -20.543974  0.084
H 12.882684 -13.188757 -19.035192  0.112
H 11.507959 -13.901209 -18.147522  0.112
H 13.329379 -15.740791 -17.369763  0.130
H 13.854213 -13.001005 -16.271122  0.077
H 14.163577 -14.490494 -15.465666  0.077
H 12.484251 -14.122161 -15.821955  0.078
H 15.109807 -13.636415 -18.322710  0.070
H 14.640396 -15.015221 -19.146325  0.064
C 29.502903 -2.845453 -23.516622  -0.074
O 28.737993 -2.773821 -22.288131  -0.196
C 27.385298 -2.792508 -22.504869  -0.245
C 26.663003 -2.304342 -21.237722  -0.442
C 27.152238 -1.079757 -20.536815  -0.065
N 26.520601 -3.391083 -20.270257  0.031
H 30.564475 -2.830855 -23.269762  0.087
H 29.470380 -1.976138 -24.173397  0.080
H 29.086734 -3.697487 -24.054156  0.085
H 27.122108 -2.122477 -23.323339  0.123
H 27.195534 -3.824972 -22.798304  0.126
H 25.640892 -2.242451 -21.611314  0.122
H 26.445793 -0.860114 -19.736324  0.078
H 27.130361 -0.188932 -21.164557  0.081
H 28.125462 -1.250929 -20.076755  0.085
H 27.171248 -4.109529 -20.554158  0.061
H 26.732388 -3.092033 -19.329087  0.061
C 16.484046 -9.489556 -26.226238  -0.095
C 15.867040 -8.112287 -26.047163  -0.327
O 16.224173 -7.596976 -24.775392  -0.089
H 17.558299 -9.374810 -26.370852  0.070
H 16.114493 -10.160637 -27.001594  0.070
H 16.281291 -10.067494 -25.324583  0.074
H 14.799761 -8.319670 -26.124703  0.107
H 16.256819 -7.332876 -26.701907  0.110
H 15.500656 -7.061196 -24.442128  0.079
C 15.372312 -4.266732 -13.637145  -0.097
C 13.949081 -4.748482 -13.329736  -0.323
O 13.043698 -3.994900 -14.085572  -0.084
H 15.503631 -3.191889 -13.512405  0.071
H 15.696628 -4.515788 -14.647541  0.067
H 16.181314 -4.644227 -13.011753  0.066
H 13.684721 -4.535237 -12.294013  0.111
H 13.843466 -5.816450 -13.520522  0.105
H 13.199841 -4.028494 -15.032190  0.083
C 20.655715 -8.969801 -17.094699  -0.088
C 20.176725 -9.802333 -18.365278  -0.281
O 18.812789 -9.430498 -18.551301  -0.091
H 19.976613 -8.989366 -16.242326  0.065
H 21.014898 -7.967145 -17.326589  0.062
H 21.487485 -9.497042 -16.627516  0.053
H 20.366616 -10.860268 -18.184132  0.102
H 20.781587 -9.451689 -19.201513  0.101
H 18.872156 -8.802980 -19.275379  0.076
C 27.276419 -10.433595 -18.293826  -0.086
C 28.648654 -9.888774 -18.740679  -0.356
O 29.730863 -10.454072 -18.083572  -0.061
H 26.557635 -9.722757 -18.701462  0.068
H 27.165226 -10.291374 -17.218883  0.067
H 27.103416 -11.487226 -18.512969  0.070
H 28.655744 -8.802098 -18.655865  0.108
H 28.717276 -10.022639 -19.820239  0.104
H 29.990971 -11.240637 -18.568599  0.087
C 24.163130 -13.163171 -23.766647  -0.090
C 22.838311 -13.565384 -24.336912  -0.425
O 22.781135 -14.824510 -24.768053  -0.033
H 24.174513 -12.096382 -23.543216  0.074
H 24.963243 -13.273670 -24.498563  0.075
H 24.421187 -13.662459 -22.832711  0.076
H 22.588431 -12.936081 -25.191100  0.113
H 22.125566 -13.312552 -23.551945  0.111
H 21.877871 -14.950092 -25.067970  0.099
C 22.652449 -16.899890 -16.558874  -0.089
C 21.631968 -17.222422 -15.412696  -0.291
O 20.859300 -16.060697 -15.080996  -0.093
H 23.312332 -16.129456 -16.160025  0.065
H 22.375068 -16.561021 -17.557036  0.065
H 23.212942 -17.830721 -16.645594  0.061
H 22.261110 -17.645928 -14.629804  0.103
H 20.879741 -17.957321 -15.699389  0.102
H 19.959165 -16.128153 -15.407805  0.077

Forces on atoms 1 to 3 (eV/Å):
C 0.12 -0.46 -0.74
O -1.01 1.01 1.73
C 0.45 -1.15 0.85

Results
* E_HOMO: -8.97 eV
* charge: 0
* multiplicity: 1
* SMILES: COC[C@H](C)N.COC[C@H](C)N.COC[C@H](C)N.CCO.CCO.CCO.CCO.CCO.CCO